[1]
This record from OMol25 describes C13H19NO3Pd as an isolated structure at a distorted geometry. The level of theory is ωB97M-V/def2-TZVPD.

Computed properties:
**Orbital gap**: 0.2732 Ha
**E_HOMO**: -0.3158 Ha
**Molar mass**: 343.7 g mol⁻¹
**Electronic energy**: -24900.15283 eV

```
37
Properties=species:S:1:pos:R:3:nbo_charge:R:1
Pd -0.21 0.70 0.11 0.903
C -2.66 -0.46 -1.11 -0.102
H 0.73 2.47 3.27 0.208
H -0.07 -2.04 -2.95 0.179
H -4.33 -1.31 -2.15 0.209
H -4.62 -1.30 2.11 0.214
C 2.58 0.63 0.96 0.767
H -2.24 0.87 -2.73 0.215
C -3.91 -1.06 -1.18 -0.202
H 2.21 0.89 4.44 0.191
H 3.62 1.07 3.36 0.256
C -4.07 -1.06 1.20 -0.230
C 0.23 0.58 -3.26 -0.417
H -2.20 -0.85 -3.18 0.190
H 1.09 -1.42 -1.74 0.241
O 3.79 0.77 1.01 -0.658
O 0.70 -0.16 2.29 -0.727
N -0.48 -0.11 -2.19 -0.413
C 2.68 0.54 3.52 -0.639
H 0.45 2.33 1.50 0.173
C -2.82 -0.48 1.28 -0.201
H 2.89 -0.52 3.59 0.224
H -2.39 -0.28 2.27 0.201
C 1.77 0.79 2.32 0.126
H -0.12 1.61 -3.34 0.207
H 1.30 0.59 -3.02 0.234
C -1.92 -0.13 -2.40 -0.242
C -2.11 -0.14 0.14 -0.155
C -4.62 -1.36 -0.03 -0.215
H -5.59 -1.83 -0.10 0.215
H 0.24 -0.14 3.14 0.480
H 0.09 0.08 -4.23 0.183
O 1.88 0.41 -0.06 -0.828
C 1.21 2.23 2.32 -0.612
H -0.52 -1.96 -1.22 0.221
C 0.04 -1.46 -2.02 -0.437
H 2.02 2.92 2.15 0.240
```



[2]
This record from OMol25 describes C13H20BN8O8P2RuS as an isolated structure at a distorted geometry. The level of theory is ωB97M-V/def2-TZVPD.

Computed properties:
**Orbital gap (alpha / beta)**: 0.3309 / 0.2795 Ha
**E_HOMO (alpha / beta)**: -0.3332 / -0.3350 Ha
**Molar mass**: 622.2 g mol⁻¹
**Electronic energy**: -74787.23501 eV
**Energy above the lowest of the compared OMol25 structures with the same formula, charge and spin**: 2.177 eV
**Multiplicity**: 2

```
54
Properties=species:S:1:pos:R:3:nbo_charge:R:1
H -4.84 -0.42 -2.44 0.240
O 2.68 1.00 -0.48 -1.153
N -2.14 -0.56 2.43 -0.292
H -1.38 -2.80 4.66 0.240
C 1.67 -0.57 1.03 0.684
N -3.24 0.14 0.34 -0.305
H -3.81 0.97 2.38 -0.020
H 1.22 -6.40 -2.21 0.213
O -0.61 1.30 -1.30 -1.132
O 1.50 1.88 -2.60 -1.092
C -2.80 -0.70 -1.61 0.026
H -3.30 -0.91 4.14 0.232
H -0.55 4.73 1.35 0.241
C -4.37 0.20 -0.37 0.014
H 0.12 -0.03 -3.50 0.509
H -2.19 -1.13 -2.38 0.240
C 3.47 -3.07 -1.70 -0.425
O 3.59 0.54 -2.81 -0.998
O -0.38 0.76 -3.76 -1.010
C 0.10 2.62 1.10 0.035
H 4.11 1.35 -2.83 0.507
C -1.97 3.07 1.68 0.033
O -0.66 3.18 -3.03 -1.096
C -4.14 -0.33 -1.62 -0.338
H 1.13 2.62 0.77 0.257
C 1.09 -3.39 -1.08 0.361
P 2.29 0.68 -1.88 2.567
H 1.88 -1.67 -1.72 0.435
H 2.77 -6.05 -1.43 0.202
N 1.17 -4.73 -0.97 -0.603
H -2.92 3.49 1.97 0.226
H 3.73 -3.37 -2.72 0.204
C -1.45 -2.13 3.83 -0.343
B -2.85 0.63 1.74 0.531
C -2.42 -1.18 3.58 0.014
C 1.89 -5.60 -1.89 -0.415
N -1.00 -1.07 1.92 -0.221
N -1.82 1.75 1.61 -0.317
C -0.57 -2.02 2.75 -0.005
P -0.14 1.87 -2.63 2.573
N -0.54 1.46 1.27 -0.265
H 2.19 -5.05 -2.78 0.216
C -0.77 3.67 1.38 -0.325
O 2.64 -0.66 1.56 -0.433
N 2.08 -2.67 -1.57 -0.567
O 1.48 -0.58 -2.11 -1.155
H 0.32 -2.58 2.54 0.228
S -0.38 -2.68 -0.53 -0.118
H 0.40 -5.14 -0.48 0.409
Ru -0.31 -0.27 0.15 0.791
H 4.08 -2.21 -1.43 0.227
H -5.27 0.60 0.08 0.226
H 3.69 -3.89 -1.02 0.197
N -2.28 -0.43 -0.42 -0.248
```



[3]
This record from OMol25 describes C13H20BrF3N3O3PtS as an isolated structure at a distorted geometry. The level of theory is ωB97M-V/def2-TZVPD.

Computed properties:
**Orbital gap (alpha / beta)**: 0.3144 / 0.2019 Ha
**Net charge**: +3
**E_HOMO (alpha / beta)**: -0.6968 / -0.7252 Ha
**Molar mass**: 630.4 g mol⁻¹
**Electronic energy**: -116661.14131 eV
**Energy above the lowest of the compared OMol25 structures with the same formula, charge and spin**: 0.336 eV
**Multiplicity**: 5

```
45
Properties=species:S:1:pos:R:3:nbo_charge:R:1
H 0.17 -2.51 -3.86 0.268
H -1.06 0.87 -0.73 0.223
H -0.62 -1.15 -4.66 0.277
F 3.34 -2.46 -0.57 -0.358
H 2.03 3.57 4.25 0.290
N -1.76 -0.19 -2.38 -0.062
H -2.75 1.61 -5.07 0.284
O 2.78 -3.22 3.12 -0.792
N 0.08 -1.43 -1.58 -0.639
H 0.64 -2.23 -1.88 0.426
H -1.20 1.78 5.06 0.274
C -0.79 -1.14 -2.53 0.476
C -2.01 0.55 -1.15 -0.249
C 3.77 -3.07 0.59 0.754
H -1.07 1.27 -4.60 0.226
C -0.21 2.22 5.09 -0.703
C 1.84 1.67 1.47 0.257
H 0.34 1.76 5.93 0.338
H -1.58 -2.47 -4.01 0.288
H -2.22 -1.04 0.37 0.223
H -2.10 2.30 -3.58 0.233
H -3.66 -0.79 -0.62 0.254
N 0.81 0.86 1.76 -0.523
F 4.93 -2.55 0.92 -0.268
H -0.64 0.33 3.13 0.253
H -3.60 0.40 -3.11 0.269
Br 2.59 1.36 -0.23 0.374
C 0.55 2.03 3.85 0.216
Pt 1.02 -0.94 0.23 1.201
C 0.18 1.01 2.90 0.174
O 1.21 -2.99 1.19 -0.931
C -2.82 -0.29 -0.13 -0.613
O 2.53 -1.13 1.81 -0.980
C -2.61 0.16 -3.49 -0.258
H -3.24 0.39 0.61 0.258
C -0.70 -1.85 -3.83 -0.705
H -0.27 3.28 5.36 0.304
C 1.69 2.82 3.54 -0.122
F 3.84 -4.35 0.39 -0.257
C -2.09 1.43 -4.23 -0.593
C 2.33 2.66 2.34 -0.189
H 3.18 3.28 2.07 0.300
H -2.69 -0.66 -4.20 0.262
H -2.60 1.42 -1.41 0.259
S 2.46 -2.62 1.89 2.283
```



[4]
This record from OMol25 describes C13H20ClIN2OPRhSe as an isolated structure at a distorted geometry. The level of theory is ωB97M-V/def2-TZVPD.

Computed properties:
**Orbital gap (alpha / beta)**: 0.2181 / 0.1625 Ha
**Net charge**: +2
**E_HOMO (alpha / beta)**: -0.4687 / -0.5544 Ha
**Molar mass**: 595.5 g mol⁻¹
**Electronic energy**: -117081.67911 eV
**Energy above the lowest of the compared OMol25 structures with the same formula, charge and spin**: 0.000 eV
**Multiplicity**: 5

```
41
Properties=species:S:1:pos:R:3:nbo_charge:R:1
C 0.14 -0.30 2.06 0.174
H -2.63 -2.17 4.47 0.252
N -0.87 -1.13 2.50 -0.479
C -2.36 -0.47 5.84 -0.148
H -1.87 1.33 6.95 0.255
C -0.90 0.70 3.80 0.187
C -0.90 1.39 -3.94 -0.961
H 1.00 2.40 1.82 0.204
C 1.74 0.57 -4.69 -0.966
C 1.12 -2.25 -2.06 -0.653
Se 1.52 -0.77 0.95 0.323
H 1.41 0.67 -5.74 0.271
H -1.34 -1.64 -4.14 0.268
H -0.48 2.33 -3.55 0.237
H 2.53 -0.18 -4.62 0.251
Cl -1.67 -0.64 -1.19 -0.365
H 0.90 2.51 3.62 0.249
H 2.10 1.46 2.83 0.244
C -1.78 0.80 5.99 -0.157
H 2.11 1.54 -4.33 0.249
H 1.59 -2.69 -1.17 0.224
C -1.03 1.41 4.99 -0.238
H -1.82 1.13 -3.38 0.277
N 0.10 0.81 2.83 -0.320
H 1.72 -2.39 -2.98 0.229
H 0.14 -2.71 -2.15 0.252
H -0.52 2.38 5.16 0.247
H -2.89 -0.92 6.67 0.257
I 1.19 2.34 -0.91 0.357
O 3.71 -0.12 -1.90 -0.418
H -1.10 1.46 -5.02 0.263
C -1.50 -0.56 3.63 0.126
C -0.40 -1.33 -4.62 -0.951
P 0.30 0.06 -3.67 1.099
H -1.11 -2.01 2.08 0.456
C -2.22 -1.18 4.63 -0.210
C 1.10 1.87 2.76 -0.405
Rh 0.70 -0.35 -1.49 0.252
H 0.31 -2.16 -4.63 0.251
C 2.57 -0.23 -1.78 0.553
H -0.59 -0.97 -5.64 0.264
```



[5]
This record from OMol25 describes C13H20F6Ga as an isolated structure at a distorted geometry. The level of theory is ωB97M-V/def2-TZVPD.

Computed properties:
**Orbital gap**: 0.2697 Ha
**Net charge**: -1
**E_HOMO**: -0.1681 Ha
**Molar mass**: 360.0 g mol⁻¹
**Electronic energy**: -82481.63693 eV

```
40
Properties=species:S:1:pos:R:3:nbo_charge:R:1
H -0.07 -2.64 0.78 0.190
H -2.84 -0.08 -1.58 0.207
H 2.09 -1.52 2.52 0.180
C 0.37 -0.31 2.02 -0.608
H 2.54 -2.52 0.61 0.179
C -2.91 -0.96 0.38 -0.459
F -3.78 0.40 2.77 -0.308
H 0.14 1.54 -0.88 0.199
H -0.04 0.19 1.14 0.219
C 1.79 -0.85 1.71 -0.211
C -4.60 0.20 1.78 0.612
Ga -0.51 -1.22 -1.48 1.139
C 1.01 1.30 -1.51 -0.473
H 0.83 -3.24 -0.59 0.202
F 0.91 2.78 -3.48 -0.323
H -2.35 -1.00 1.31 0.224
H 3.30 0.45 0.79 0.203
H 2.21 1.28 1.87 0.200
F 3.62 3.43 -2.11 -0.319
F 2.04 4.26 -0.77 -0.297
H -0.26 -1.15 2.32 0.204
C -4.22 -0.26 0.63 0.256
H 1.82 1.05 -0.82 0.207
C 1.44 2.55 -2.26 0.227
H 0.28 0.41 -3.36 0.213
F -5.07 -0.09 -0.38 -0.323
C -2.14 -0.22 -0.74 -0.893
H 0.45 0.40 2.85 0.192
C 0.78 0.08 -2.44 -0.872
H 3.50 0.31 2.58 0.198
H -1.06 -2.26 -2.60 -0.358
C 1.88 -1.66 0.39 -0.395
C 2.79 0.36 1.75 -0.613
H -3.18 -1.96 0.01 0.215
C 0.53 -2.31 -0.07 -0.900
H -1.93 0.80 -0.38 0.188
H 2.37 -1.11 -0.43 0.186
H 1.73 -0.40 -2.67 0.199
C 2.35 3.42 -1.72 0.627
F -5.83 0.52 2.06 -0.311
```



[6]
This record from OMol25 describes a 2-piece molecular cluster, C13H20FN5O6S4 overall at a distorted geometry. The level of theory is ωB97M-V/def2-TZVPD.

Computed properties:
**Orbital gap**: 0.1475 Ha
**E_HOMO**: -0.2430 Ha
**Molar mass**: 489.6 g mol⁻¹
**Electronic energy**: -79591.60361 eV

```
49
Properties=species:S:1:pos:R:3:nbo_charge:R:1
C -3.73 0.05 2.31 -0.100
H 0.45 -2.39 1.75 0.179
H 2.92 1.83 2.43 0.449
O 1.78 4.76 -2.88 -0.925
O 0.66 0.25 4.36 -0.456
N -3.12 1.25 1.96 -0.449
C -3.75 -2.75 -3.76 -0.729
H -4.72 -2.88 -4.25 0.211
C 1.31 0.25 3.40 0.823
H 2.58 -1.41 1.73 0.215
H 2.91 0.35 -1.90 0.490
C 0.44 -2.77 0.73 -0.550
C 0.72 0.44 2.02 -0.369
H -0.13 -0.22 1.94 0.301
O 0.40 2.82 -3.45 -0.886
C -3.90 -2.91 -2.24 0.777
C 2.34 1.41 0.56 0.739
H -3.35 -1.77 -4.03 0.194
F 2.65 0.10 3.49 -0.357
C -3.26 -0.98 1.55 -0.053
H 0.72 -3.82 0.78 0.245
O -3.55 -1.92 -1.54 -0.825
H 0.30 1.45 2.02 0.262
C 2.31 -1.01 0.75 -0.202
H -1.70 1.64 0.45 0.191
O 2.10 0.82 -1.65 -0.526
C 1.51 -2.01 -0.09 -0.451
H 3.50 4.24 2.15 0.148
H 0.48 2.70 -0.77 0.253
H 1.09 -1.51 -0.95 0.261
N -2.34 -0.40 0.69 -0.464
S -1.22 -2.77 -0.02 0.320
S 1.55 3.36 -2.82 2.030
N 2.97 2.11 1.46 -0.643
N 1.60 0.30 0.86 -0.457
H -4.46 0.01 3.10 0.211
H -3.51 -2.02 1.57 0.260
H 2.65 2.72 -3.30 -0.007
H 1.84 3.86 -0.55 0.258
H 3.24 -0.84 0.21 0.198
S -1.14 -0.26 -1.64 0.094
C 1.51 2.95 -1.04 -0.504
N 2.45 1.84 -0.77 -0.187
H 2.25 -2.72 -0.45 0.216
C -2.31 0.93 0.99 0.160
H -3.07 -3.52 -4.14 0.206
S 3.95 3.50 1.13 0.267
O -4.35 -4.00 -1.84 -0.739
C -1.59 -1.04 -0.31 -0.082
```